[1]
Entry from the Open Molecules 2025 dataset: a cluster of 2 separate species, C5H12N2O in total at a distorted geometry (ωB97M-V/def2-TZVPD).

The geometry in XYZ format:
```
20
Properties=species:S:1:pos:R:3:forces:R:3:lowdin_charge:R:1
C 1.551469 0.879878 2.095804 0.537 -1.116 -0.914 -0.126
C -1.020443 -1.840809 -0.187293 1.284 -0.143 1.134 -0.051
C 0.859584 1.414209 0.914142 -4.800 2.242 0.636 -0.262
C -0.439391 0.529729 0.670260 0.480 0.976 0.456 -0.139
C -0.097956 -0.640421 -0.257923 0.382 -0.431 -1.060 -0.487
N -0.814999 -0.212695 -2.927361 2.438 0.288 0.781 -0.041
N -1.565348 0.105565 -2.052997 -1.104 0.042 0.242 0.059
O 0.890219 -0.638212 -1.012540 -0.774 0.008 1.439 -0.036
H 1.641887 -0.190905 1.976290 0.121 -0.521 -0.040 0.082
H 2.528340 1.239609 2.116763 1.808 0.735 0.481 0.056
H 1.075539 1.022985 3.014935 -0.876 0.554 1.371 0.061
H -0.953719 -2.505660 -0.995951 0.780 -0.653 -1.586 0.050
H -2.030814 -1.508482 -0.275540 -0.875 0.130 1.171 0.061
H -0.666260 -2.486432 0.661323 -1.050 0.822 -0.131 0.109
H 1.415389 1.488177 0.041314 1.261 -0.338 -1.509 0.067
H 0.444351 2.519161 1.039642 0.968 -2.022 0.200 0.141
H -1.225347 1.078717 0.076860 0.672 -0.443 0.952 0.104
H -0.848179 0.263597 1.729325 0.455 0.026 -2.105 0.144
H -0.955876 -0.078633 -3.893466 -1.036 0.137 -2.018 0.088
H 0.211554 -0.439380 -2.733585 -0.670 -0.291 0.498 0.120
```
Positions in Å, forces in eV/Å.

Energy above the lowest of the compared OMol25 structures with the same formula, charge and spin in eV: 4.4947
Kohn-Sham gap in eV: 9.40
Charge: 0
Energy in hartree: -382.33735

---

[2]
Entry from the Open Molecules 2025 dataset: the molecule C5H12N2O at a distorted geometry (ωB97M-V/def2-TZVPD).

The geometry in XYZ format:
```
20
Properties=species:S:1:pos:R:3:forces:R:3:lowdin_charge:R:1
C 0.684007 2.158480 -2.104778 -2.072 -0.143 0.845 -0.089
C 0.173955 1.033656 -1.163900 0.799 0.817 -0.161 -0.290
N 0.707843 1.241180 0.159836 0.386 0.098 1.056 -0.093
C 0.499462 0.173587 1.114643 1.619 -1.263 -0.880 -0.159
C -0.951488 -0.295440 1.186009 -0.986 0.136 -1.073 -0.488
O -1.861259 0.515394 1.213126 0.107 0.167 0.462 0.037
N -1.222476 -1.603663 0.893945 0.821 -0.329 0.750 0.014
C -0.285698 -2.705688 1.001419 0.810 0.409 0.284 -0.099
H -0.040442 2.996652 -1.950991 0.911 -0.240 -0.264 0.081
H 0.521019 1.784052 -3.102001 0.289 0.214 -0.592 0.056
H 1.699843 2.466172 -1.907076 0.221 -0.066 -0.042 0.064
H -0.924091 1.079897 -1.158427 0.095 -0.515 -0.249 0.108
H 0.572241 0.067672 -1.523371 -0.459 0.175 0.186 0.119
H 0.518715 2.139590 0.588248 -0.343 -0.045 -0.439 0.119
H 0.949196 0.449680 2.070007 -0.451 0.080 0.108 0.125
H 1.168883 -0.661210 0.736694 -0.870 0.570 0.503 0.116
H -2.172516 -1.916933 0.803574 -0.294 0.664 0.115 0.133
H -0.830375 -3.568047 1.387316 0.256 -0.208 -0.559 0.086
H 0.245376 -2.813098 0.057739 -0.312 -0.807 -0.285 0.078
H 0.547796 -2.541930 1.697980 -0.526 0.287 0.236 0.081
```
Positions in Å, forces in eV/Å.

Energy above the lowest of the compared OMol25 structures with the same formula, charge and spin in eV: 1.4987
Kohn-Sham gap in eV: 9.50
Charge: 0
Energy in hartree: -382.44745
SMILES: CCNCC(=O)NC

---

[3]
Entry from the Open Molecules 2025 dataset: a structure of composition C5H12N2O at a distorted geometry (ωB97M-V/def2-TZVPD).

The geometry in XYZ format:
```
20
Properties=species:S:1:pos:R:3:forces:R:3:lowdin_charge:R:1
N 0.916684 -1.495561 -0.143888 0.355 0.578 -0.170 0.094
C 1.033973 -1.061783 1.219767 -0.682 -0.113 0.233 -0.343
C -1.409292 -0.308083 1.291198 0.453 0.075 -0.722 -0.114
C -0.340215 -1.184974 1.903209 0.295 -0.407 0.057 -0.269
N 0.929328 2.056678 -2.314007 0.526 -1.042 -0.034 0.117
C 0.518030 0.886839 -1.636795 2.096 0.194 -0.438 -0.267
C -0.766560 1.689801 -1.657726 -1.527 0.564 1.136 -0.341
O -1.124869 2.380467 -0.720711 0.127 -0.163 -0.404 0.046
H 1.759194 -1.653462 1.793270 0.198 0.018 -0.158 0.110
H 1.829230 -1.848698 -0.442536 0.021 0.106 -0.069 0.041
H 1.377886 -0.017149 1.290926 0.074 0.023 0.014 0.116
H -2.398768 -0.552938 1.666965 -0.064 0.159 0.029 0.073
H -1.190599 0.757303 1.375255 -0.120 0.052 0.412 0.068
H -1.382153 -0.470944 0.208320 -0.302 -0.189 0.063 0.057
H -0.222071 -1.014240 2.977934 0.003 0.075 -0.054 0.104
H -0.611807 -2.241019 1.778253 -0.147 0.129 0.141 0.103
H 0.998942 1.888855 -3.317634 -0.439 0.049 -0.230 0.068
H 1.071253 0.850375 -0.697033 -0.857 -0.214 0.628 0.095
H 0.448003 -0.111876 -2.083784 -0.195 0.090 -0.242 0.110
H -1.436189 1.450410 -2.490982 0.185 0.016 -0.191 0.134
```
Positions in Å, forces in eV/Å.

Energy above the lowest of the compared OMol25 structures with the same formula, charge and spin in eV: 8.5694
Kohn-Sham gap in eV: 4.13
Charge: 0
Energy in hartree: -382.18761

---

[4]
Entry from the Open Molecules 2025 dataset: a cluster of 2 separate species, C5H12N2O in total at a distorted geometry (ωB97M-V/def2-TZVPD).

The geometry in XYZ format:
```
20
Properties=species:S:1:pos:R:3:forces:R:3:lowdin_charge:R:1
C 0.775939 -1.063677 -0.026663 0.289 -0.157 0.785 0.025
C 2.151998 -0.450577 0.031638 -0.005 -0.013 0.004 -0.327
C -1.408062 1.297791 -0.461654 -0.032 -0.145 0.251 -0.051
C -1.989133 -0.976002 0.279143 0.121 0.138 0.010 -0.093
N -1.004388 0.099150 0.283557 -0.321 0.451 0.473 -0.248
C -0.138442 0.209148 1.461474 0.150 -0.158 -1.687 -0.298
N 2.339496 0.835304 -0.614951 -0.037 -0.079 0.010 0.007
O 0.374613 1.286485 1.661481 -0.137 -0.223 0.160 -0.034
H 1.989292 0.831632 -1.565604 -0.002 0.008 0.027 0.065
H 1.849728 1.551662 -0.088947 -0.040 -0.019 -0.001 0.048
H 0.630739 -1.968236 0.551301 0.134 -0.013 -0.061 0.075
H 0.387662 -1.156902 -1.038520 -0.158 0.203 0.058 0.086
H 2.481713 -0.363462 1.064902 -0.023 -0.020 -0.003 0.113
H 2.812734 -1.185128 -0.455656 -0.037 0.036 0.007 0.118
H -2.969123 -0.595337 0.578097 0.025 -0.041 0.000 0.090
H -1.561788 1.041917 -1.511563 0.014 -0.043 0.043 0.089
H -2.338436 1.707683 -0.061200 0.001 0.030 -0.035 0.091
H -0.625879 2.045915 -0.355176 0.018 -0.019 -0.002 0.074
H -2.076177 -1.405347 -0.721927 0.004 0.018 -0.016 0.088
H -1.682487 -1.742019 0.990268 0.038 0.045 -0.023 0.083
```
Positions in Å, forces in eV/Å.

Energy above the lowest of the compared OMol25 structures with the same formula, charge and spin in eV: 5.3058
Kohn-Sham gap (alpha / beta) in eV: 7.52 / 7.52
Charge: 0
Energy in hartree: -382.30754

---

[5]
Entry from the Open Molecules 2025 dataset: the molecule C5H12N2O at a distorted geometry (ωB97M-V/def2-TZVPD).

The geometry in XYZ format:
```
20
Properties=species:S:1:pos:R:3:forces:R:3:lowdin_charge:R:1
H -1.996901 1.408282 1.274448 0.101 -0.374 -0.055 0.061
N -1.070267 1.813620 1.184052 -0.497 0.914 -0.754 0.062
C -0.567254 1.612428 -0.014017 0.863 -0.221 1.419 -0.493
N 0.480170 2.398326 -0.366991 -0.306 0.007 -0.263 0.146
C -0.730725 0.332907 -0.720052 0.205 -1.150 0.625 -0.044
C 0.041006 -0.843407 0.246291 -0.346 1.347 -1.608 -0.617
C 1.550380 -0.657563 0.057848 -0.152 -0.162 0.133 -0.041
C -0.435951 -2.193999 -0.283611 0.108 0.296 0.238 -0.038
O -0.335739 -0.688422 1.550148 -0.689 2.499 1.197 -0.087
H 0.949869 2.262968 -1.245254 -0.004 0.095 0.124 0.104
H 0.600123 3.255442 0.149070 0.091 -0.083 -0.094 0.108
H -1.774218 0.028415 -0.733325 -0.061 0.016 -0.112 0.113
H -0.297943 0.310236 -1.719796 -0.071 -0.030 -0.010 0.108
H 1.865435 0.315256 0.436146 0.001 -0.023 -0.011 0.073
H 2.072133 -1.426625 0.629571 0.018 0.006 -0.006 0.085
H 1.840535 -0.747479 -0.990766 0.009 -0.005 -0.014 0.080
H 0.073676 -2.986466 0.260676 0.052 -0.092 0.017 0.085
H -1.503186 -2.299759 -0.110708 -0.118 -0.008 -0.013 0.083
H -0.225694 -2.301399 -1.345833 0.033 -0.011 -0.077 0.083
H -0.535450 0.407239 1.742104 0.763 -3.019 -0.736 0.131
```
Positions in Å, forces in eV/Å.

Energy above the lowest of the compared OMol25 structures with the same formula, charge and spin in eV: 1.5413
Kohn-Sham gap in eV: 9.95
Charge: 0
Energy in hartree: -382.44589
SMILES: [H]/N=C(/N)CC(C)(C)O

---

[6]
Entry from the Open Molecules 2025 dataset: the molecule C5H12N2O at a distorted geometry (ωB97M-V/def2-TZVPD).

The geometry in XYZ format:
```
20
Properties=species:S:1:pos:R:3:forces:R:3:lowdin_charge:R:1
C 2.938372 -0.292854 -0.926194 1.790 0.108 -0.410 -0.163
N 1.640046 0.139835 -0.516853 -0.990 -0.453 0.960 -0.125
C 0.677622 -0.890481 -0.044798 0.891 0.443 -0.471 -0.218
C -0.327821 -0.324814 0.950751 -0.921 0.614 -0.801 -0.140
C -1.646456 0.050801 0.222863 0.216 -0.160 0.362 -0.392
N -1.402961 1.094609 -0.750649 0.759 0.804 0.061 0.045
C -2.639656 0.444458 1.299811 -1.784 -0.532 0.361 -0.232
O -3.476075 -0.299162 1.772387 0.747 0.013 -0.401 0.042
H 3.730800 0.254086 -0.391982 -0.193 -0.181 0.243 0.068
H 3.232660 -0.110009 -1.968451 -0.676 0.060 -0.142 0.073
H 3.157093 -1.354238 -0.786915 -0.382 -0.067 0.244 0.072
H 1.125357 0.618529 -1.227435 0.178 0.459 -0.520 0.077
H 0.187189 -1.246217 -0.955988 -0.469 -0.372 0.307 0.113
H 1.182733 -1.752394 0.394356 0.292 0.234 -0.001 0.110
H -0.040860 0.641743 1.382417 0.735 -0.362 0.112 0.118
H -0.517526 -1.025746 1.758344 -0.196 -0.048 0.048 0.115
H -1.984425 -0.801579 -0.371978 -0.420 -0.157 0.556 0.145
H -0.881402 1.884744 -0.363956 -0.139 -0.323 -0.007 0.086
H -2.244539 1.477602 -1.152425 -0.235 -0.149 -0.086 0.076
H -2.710150 1.491089 1.676695 0.796 0.069 -0.416 0.130
```
Positions in Å, forces in eV/Å.

Energy above the lowest of the compared OMol25 structures with the same formula, charge and spin in eV: 2.2978
Kohn-Sham gap in eV: 9.63
Charge: 0
Energy in hartree: -382.41809
SMILES: CNCC[C@H](N)C=O